(1)
# C6H12N2

A 2-piece molecular cluster, C6H12N2 overall (wB97M-V/def2-TZVPD, the OMol25 dataset).

```
20
Properties=species:S:1:pos:R:3:forces:R:3
N 1.209 0.833 1.140 -0.262 0.812 0.091
N 2.612 0.818 -0.555 0.392 0.020 -0.191
C 0.426 -1.532 1.104 -1.589 -0.238 0.834
C -2.569 0.240 0.156 0.163 0.097 0.053
C 1.241 -0.412 0.621 1.485 -1.149 -1.492
C 2.128 -0.472 -0.444 -0.109 0.661 0.776
C -1.993 0.346 -1.265 0.584 -0.713 0.216
C 2.032 1.555 0.411 -0.493 -0.085 0.418
H -1.851 0.563 0.908 0.107 -0.018 -0.025
H -0.580 -1.128 1.253 -0.008 -0.206 0.012
H 0.683 -1.941 2.081 0.443 0.163 0.042
H 2.539 -1.277 -1.026 -0.210 -0.070 -0.108
H 3.355 1.151 -1.150 -0.230 -0.183 -0.037
H -3.450 0.856 0.331 -0.131 -0.118 -0.245
H -1.992 -0.644 -1.729 -0.394 0.122 -0.191
H -2.812 -0.803 0.355 -0.186 0.084 0.232
H 2.162 2.617 0.530 0.244 0.033 -0.043
H -2.521 1.042 -1.901 -0.021 0.164 -0.138
H -0.921 0.567 -1.253 -0.160 0.466 0.091
H 0.303 -2.378 0.433 0.374 0.157 -0.295
```
Positions in Å, forces in eV/Å.

Calculated values
Net charge: 0
ΔE to the lowest compared entry with this formula, charge and spin (kcal per mole): 5.5
Structure (SMILES): Cc1c[nH]cn1.CC

(2)
# C10H23BrN2O4

A 2-piece molecular cluster, C10H23BrN2O4 overall (wB97M-V/def2-TZVPD, the OMol25 dataset).

```
40
Properties=species:S:1:pos:R:3:forces:R:3
Br 5.977 -0.141 2.821 0.036 0.047 0.001
O 0.543 -1.267 2.062 0.099 -0.109 0.285
O -0.009 0.862 -0.846 0.122 -0.010 0.019
O 2.068 -2.915 2.087 0.041 -0.123 0.098
O -4.265 -0.751 -0.182 0.042 0.021 -0.054
N 1.979 -1.517 0.289 0.258 0.792 0.397
N -2.771 1.759 -1.290 0.069 -0.101 -0.013
C -4.172 1.599 -0.922 -0.045 0.061 -0.042
C 0.273 0.534 -2.192 0.162 -0.093 -0.071
C -1.905 2.226 -0.224 -0.026 -0.007 0.021
C 3.354 -1.715 -0.162 -0.069 -0.239 -0.169
C -4.511 0.596 0.175 -0.032 -0.009 0.034
C 4.395 -0.830 0.532 0.017 0.010 -0.003
C -0.455 2.203 -0.651 -0.044 0.059 0.072
C -2.958 -1.225 0.080 -0.026 -0.035 0.032
C 4.940 -1.443 1.811 0.011 -0.050 0.025
C 1.604 -1.958 1.533 -0.192 -0.169 -0.282
H 3.591 -2.773 -0.040 0.017 0.039 0.025
H -3.025 -2.303 0.221 0.003 0.003 -0.002
H 3.368 -1.509 -1.233 -0.033 -0.013 0.018
H -1.989 1.631 0.697 0.017 0.028 0.018
H 4.163 -1.798 2.480 0.013 0.027 -0.025
H 0.785 -0.428 -2.187 -0.035 -0.017 -0.021
H 0.740 -0.324 2.097 -0.123 0.029 -0.251
H -5.584 0.669 0.365 0.004 -0.023 0.016
H -3.998 0.829 1.116 0.013 0.021 -0.023
H 0.154 2.651 0.139 0.048 -0.026 -0.026
H 3.955 0.148 0.751 -0.001 -0.037 -0.049
H -2.419 0.878 -1.643 -0.031 -0.006 0.019
H -4.562 2.577 -0.619 0.017 -0.001 0.005
H -2.544 -0.780 0.990 0.002 -0.020 0.006
H -2.266 -1.030 -0.745 0.011 0.029 0.023
H 0.929 1.280 -2.650 0.002 -0.015 -0.016
H -2.176 3.256 0.029 -0.024 -0.011 0.002
H -0.628 0.442 -2.806 -0.034 0.058 0.050
H 1.592 -0.606 0.062 -0.121 -0.140 -0.182
H 5.226 -0.654 -0.155 -0.016 0.039 0.044
H 5.629 -2.257 1.600 -0.094 -0.020 0.005
H -4.717 1.305 -1.822 -0.007 0.012 0.005
H -0.310 2.782 -1.567 -0.050 0.002 0.007
```
Positions in Å, forces in eV/Å.

Calculated values
Net charge: 0
ΔE to the lowest compared entry with this formula, charge and spin (kcal per mole): 0.0
Structure (SMILES): O=C(O)NCCCBr.COCCNCCOC

(3)
# C49H123N16O41P3

C49H123N16O41P3 as an isolated structure (wB97M-V/def2-TZVPD, the OMol25 dataset).

```
232
Properties=species:S:1:pos:R:3:forces:R:3
P -27.381 22.400 12.840 0.646 -1.112 0.751
P -28.715 20.999 6.127 1.182 -1.006 -3.187
P -24.921 15.877 9.061 -3.113 -0.275 -1.486
O -19.869 15.599 6.360 0.333 2.290 -2.067
O -26.209 16.581 8.435 0.661 0.727 0.835
O -27.289 10.347 6.998 -0.666 0.275 -0.610
O -23.819 16.814 9.083 1.520 0.318 -0.399
O -29.022 19.424 6.020 -0.682 0.315 0.381
O -25.317 15.375 10.511 0.224 -0.375 -0.470
O -25.266 9.838 7.584 -1.536 0.183 0.036
O -18.875 11.675 15.251 -0.158 0.569 -0.024
O -29.780 21.635 7.052 -0.308 0.459 0.165
O -26.291 8.718 3.544 1.078 0.224 0.447
O -19.584 9.799 12.919 0.042 -0.539 -1.333
O -22.245 11.073 5.744 0.568 -1.473 0.773
O -26.438 23.371 13.684 -0.040 -0.286 -0.368
O -31.977 17.513 7.587 0.077 -0.505 -1.112
O -21.495 13.148 3.578 -0.349 -1.127 0.917
O -27.483 20.937 7.087 1.464 0.752 0.255
O -27.246 12.805 10.659 -0.557 -0.508 0.710
O -20.428 18.396 5.042 0.280 -0.027 -0.451
O -25.781 11.633 2.353 -0.812 0.419 0.137
O -27.309 19.495 9.774 -0.363 -1.286 1.082
O -20.629 14.562 8.054 0.659 -0.265 -1.297
O -20.135 13.438 15.272 0.249 -0.260 0.548
O -28.567 21.550 4.744 -0.268 -0.048 2.164
O -20.963 15.449 11.944 -1.178 -0.679 1.856
O -21.149 13.719 1.549 -0.022 -0.610 -1.277
O -23.700 15.145 3.069 0.298 1.145 0.330
O -24.892 16.699 14.352 -0.458 0.105 0.720
O -20.821 10.666 7.286 0.277 -0.483 0.399
O -27.039 16.486 14.382 0.611 -0.178 0.302
O -19.399 15.054 10.563 0.391 0.381 -0.023
O -26.982 20.964 12.750 -0.110 1.344 0.129
O -27.569 23.100 11.446 0.734 0.032 -0.416
O -20.549 20.255 6.118 0.204 0.405 0.047
O -24.947 14.569 8.141 1.019 0.430 0.729
O -28.637 11.616 11.804 -0.507 -0.692 0.165
O -24.401 10.443 1.223 -0.153 -0.213 -0.080
O -24.921 14.452 16.161 0.068 0.078 -0.018
O -27.665 7.168 3.068 -0.805 -0.127 0.079
O -24.767 13.689 14.169 -0.870 -0.183 -1.533
O -28.447 18.016 10.922 0.824 0.769 -0.464
O -28.706 22.627 13.657 -1.327 -0.527 -0.149
N -25.975 16.789 14.909 -0.648 0.423 -1.252
N -24.317 13.931 15.241 1.141 -0.690 1.802
N -21.220 13.942 2.719 0.556 1.618 0.446
N -24.883 15.928 2.997 -1.002 -0.265 -1.668
N -24.821 10.913 2.258 1.450 -0.468 0.432
N -18.677 10.470 12.024 1.514 -0.781 -0.038
N -21.604 10.279 6.448 -0.781 2.114 -1.285
N -20.248 15.774 11.050 0.595 0.115 -1.555
N -27.405 8.319 3.317 0.237 0.587 -0.620
N -27.427 18.659 10.684 -1.071 0.433 -0.729
N -19.975 14.617 6.991 -0.704 -1.673 4.361
N -20.887 19.117 5.901 -0.439 -0.401 -0.575
N -19.236 12.759 14.814 -0.801 -0.335 -0.413
N -31.933 16.153 8.040 -0.233 1.201 1.756
N -27.918 12.563 11.667 1.476 1.604 -1.009
N -26.497 9.919 7.782 2.834 -0.701 -0.290
C -16.919 10.478 9.632 0.722 0.400 0.600
C -25.140 16.273 1.472 2.662 -0.339 1.888
C -33.679 15.306 6.365 -1.288 1.030 0.870
C -26.192 20.338 6.770 0.145 1.188 -0.200
C -23.981 10.679 3.498 -0.044 1.091 -0.348
C -20.490 11.563 10.906 0.591 1.197 0.106
C -24.972 16.923 4.051 0.871 1.659 0.688
C -20.916 15.348 3.148 -0.566 -0.575 -1.814
C -31.284 14.981 6.026 2.330 1.053 1.765
C -27.826 13.579 12.753 -2.677 -0.079 1.154
C -16.382 10.416 11.064 -0.375 -0.150 -0.503
C -32.257 14.822 10.028 -0.171 0.096 0.504
C -31.414 17.112 10.166 0.384 -0.036 1.572
C -21.792 8.837 6.254 -0.891 -1.112 0.522
C -19.797 9.308 10.113 -0.565 -2.458 0.680
C -18.272 11.196 9.742 -0.706 1.354 -1.227
C -26.564 18.129 2.449 0.346 0.983 1.219
C -16.725 9.829 13.404 -0.849 2.163 1.186
C -17.337 9.692 12.020 -0.077 1.280 0.240
C -21.924 18.516 6.758 1.103 -0.898 1.431
C -26.265 18.417 11.528 1.335 0.367 -1.028
C -20.498 17.122 10.489 2.731 0.823 0.206
C -30.047 19.004 5.122 0.490 -1.700 -0.053
C -26.951 9.505 9.085 -0.097 0.990 2.389
C -32.369 13.744 7.854 0.534 -0.122 -1.470
C -33.857 16.713 9.652 -0.652 -0.436 -1.120
C -29.832 21.749 13.357 -0.824 1.191 0.022
C -19.324 10.606 10.682 0.321 -0.394 1.182
C -24.266 14.511 11.011 -1.228 -1.630 0.417
C -26.625 22.635 10.392 -0.318 1.974 0.595
C -32.428 16.237 9.494 0.527 -1.088 -1.663
C -23.944 17.066 0.848 -1.665 1.128 0.601
C -26.366 17.570 3.871 0.490 -0.436 -1.126
C -18.603 13.292 13.600 0.758 0.977 -0.231
C -17.407 8.226 11.731 0.455 -1.712 0.142
C -26.099 17.454 16.228 0.449 -0.034 0.027
C -19.273 13.391 6.598 0.882 0.103 -2.521
C -28.426 9.409 3.286 -1.742 -1.423 1.478
C -22.891 13.519 15.486 0.417 0.104 -1.398
C -26.390 17.082 1.362 -2.237 -0.134 -0.200
C -23.844 18.042 4.006 0.218 0.482 0.862
C -29.989 21.041 8.333 0.475 -0.510 1.771
C -26.050 23.000 15.026 2.043 1.792 -0.719
C -25.199 14.887 0.837 -2.852 0.033 0.057
C -24.906 16.259 5.455 0.621 0.707 0.371
C -33.000 13.778 9.245 -1.025 -1.093 -1.047
C -32.341 15.129 7.091 -0.750 -1.055 0.580
C -27.562 16.158 8.346 0.130 -0.785 1.278
C -23.737 14.010 7.597 -0.015 0.272 -1.250
H -23.042 16.557 0.969 1.498 -0.976 0.293
H -34.078 13.990 9.082 0.408 0.163 0.511
H -29.119 20.392 8.748 -1.545 1.029 -1.121
H -16.917 9.427 9.261 -0.383 0.930 -0.298
H -26.454 17.580 0.382 0.220 -0.229 0.149
H -18.765 11.272 8.744 0.247 -0.263 0.534
H -24.122 17.165 -0.213 -0.096 0.050 -0.380
H -25.941 20.478 5.689 -0.300 -0.209 0.864
H -26.323 19.322 7.060 0.376 -1.000 -0.072
H -25.708 17.593 11.070 -0.066 0.312 0.027
H -33.619 14.786 5.426 -0.353 -0.535 -0.241
H -20.875 8.322 6.518 0.150 0.152 -0.069
H -26.984 21.731 10.042 -0.796 -1.671 -0.948
H -31.204 14.620 9.940 0.641 -0.322 -0.022
H -22.084 19.247 7.523 -0.627 0.303 0.355
H -20.065 12.718 6.305 -0.021 -0.447 0.114
H -26.565 18.112 12.490 -0.541 -0.151 0.996
H -20.249 8.593 10.863 0.037 1.165 -0.570
H -22.814 18.189 6.230 0.388 0.114 0.003
H -27.963 16.036 9.356 -0.031 -0.006 -0.043
H -23.837 18.662 3.097 -0.077 -0.412 0.346
H -27.804 8.891 9.104 -1.375 -0.491 -0.839
H -31.659 17.197 11.253 0.103 0.200 -0.709
H -31.496 14.253 5.321 -0.473 -1.852 -1.066
H -29.519 20.917 12.763 0.215 -0.632 -0.157
H -30.981 19.538 5.129 -0.279 0.397 0.589
H -20.036 12.532 11.191 -0.334 -0.142 -0.560
H -17.521 7.922 10.684 0.207 0.203 0.343
H -17.459 9.613 14.191 0.287 -0.344 -0.144
H -19.323 13.902 13.019 0.393 -0.277 0.689
H -23.847 16.016 5.763 -1.063 0.331 -0.582
H -23.932 12.951 7.502 0.202 -0.322 0.171
H -30.163 21.848 9.055 0.270 0.034 -0.258
H -25.892 19.000 2.330 -0.124 -0.405 -0.216
H -16.247 11.417 11.400 -0.218 1.111 0.467
H -28.164 10.142 2.583 0.667 0.772 -0.980
H -30.599 22.317 12.805 0.514 -0.014 -0.037
H -22.573 8.509 6.982 0.478 0.413 -0.586
H -21.386 15.483 4.068 -1.000 0.530 1.216
H -27.202 10.437 9.626 0.046 -0.350 -0.269
H -22.520 12.827 14.679 -0.828 0.573 1.075
H -16.218 11.125 9.028 -0.734 -0.910 0.322
H -30.934 20.509 8.289 0.084 -0.525 -0.033
H -34.500 16.241 8.841 0.499 0.807 1.239
H -34.230 16.499 10.635 -0.279 -0.908 0.505
H -18.186 7.736 12.295 -0.690 0.103 0.095
H -25.707 19.357 11.512 0.012 -0.450 0.211
H -25.156 14.953 -0.250 -0.164 -0.090 0.021
H -23.043 11.237 3.337 -0.587 -0.099 0.165
H -25.669 22.447 10.830 0.746 0.144 0.274
H -24.551 10.999 4.358 -0.009 0.363 0.016
H -26.183 14.419 1.181 0.968 0.566 -0.801
H -30.267 14.810 6.499 -1.157 -0.059 -0.477
H -22.715 13.217 16.496 -0.379 -0.560 0.443
H -26.763 22.393 15.490 -1.038 -1.114 0.608
H -26.103 18.531 16.073 -0.275 -0.104 -0.205
H -28.135 16.924 7.866 -0.149 0.427 -0.519
H -25.324 16.914 6.289 0.411 -0.674 -1.334
H -23.298 14.912 10.782 0.510 0.181 0.098
H -15.374 10.033 11.149 0.186 -0.718 -0.136
H -27.928 13.048 13.697 0.031 -0.236 -0.081
H -20.449 17.056 9.416 -1.056 -0.296 -0.432
H -23.641 14.411 6.546 0.299 -0.521 1.304
H -23.753 9.652 3.631 0.027 -1.005 -0.413
H -27.304 16.416 1.389 0.934 0.405 0.097
H -25.042 22.535 14.951 -0.807 0.075 0.280
H -27.633 15.198 7.856 -0.026 -0.201 -0.444
H -29.406 8.957 3.060 0.511 0.196 0.043
H -32.821 17.683 7.137 -0.023 -0.261 0.234
H -22.124 8.598 5.238 0.144 0.395 0.326
H -15.858 9.235 13.533 0.729 -0.865 0.020
H -25.243 17.210 16.810 0.816 -0.263 0.330
H -32.986 12.758 9.711 0.234 0.890 -0.309
H -18.559 12.951 7.286 -0.559 0.377 0.728
H -25.480 15.339 5.408 -0.126 -0.206 0.226
H -20.463 9.451 9.285 -0.628 0.264 -0.200
H -33.959 17.781 9.693 0.135 0.761 -0.870
H -31.149 15.858 5.447 -0.090 1.269 -0.467
H -29.695 19.005 4.121 0.589 0.590 -1.095
H -25.950 23.948 15.616 -0.136 -0.792 -0.622
H -16.514 7.721 12.172 -0.260 0.465 -0.738
H -21.092 11.338 11.788 -0.140 -0.629 -0.373
H -27.099 16.781 3.960 -0.289 -0.457 0.363
H -28.452 9.857 4.292 0.160 -0.213 -0.398
H -22.800 17.678 4.187 -0.887 -0.239 -0.547
H -30.427 16.659 10.117 0.031 -0.218 -0.024
H -21.332 17.530 11.034 -0.316 0.203 -0.502
H -30.189 17.928 5.291 -0.341 0.435 0.523
H -32.464 14.799 11.096 -0.297 0.050 0.128
H -32.804 13.030 7.073 0.252 0.676 1.378
H -19.541 17.715 10.638 -1.121 -0.610 0.496
H -31.307 13.464 7.943 -0.273 -0.108 0.153
H -26.620 18.331 4.604 0.361 0.062 0.199
H -19.020 8.680 9.701 0.533 0.214 -0.204
H -21.094 11.673 9.997 0.060 0.068 0.304
H -24.380 13.453 10.628 0.077 1.193 -0.057
H -17.761 13.897 14.001 -0.484 -0.219 -0.527
H -31.279 18.076 9.712 -0.369 0.478 -0.025
H -21.380 17.661 7.231 -0.804 0.364 -0.484
H -24.028 14.275 3.260 -0.259 -0.695 0.237
H -22.843 14.221 8.203 -0.464 -0.067 -0.293
H -25.368 20.798 7.398 -1.283 -0.296 -0.636
H -26.558 23.400 9.598 -0.238 -0.319 0.636
H -30.357 21.438 14.266 0.695 -0.042 0.101
H -21.303 15.931 2.297 0.442 0.177 0.840
H -19.453 10.235 13.750 0.188 0.560 0.768
H -19.873 15.406 3.313 1.161 0.146 -0.246
H -23.816 18.090 1.265 -0.268 -0.750 -0.333
H -18.248 12.471 12.997 0.140 -0.318 -0.023
H -26.909 14.108 12.788 0.600 0.605 -0.661
H -26.242 8.961 9.690 0.839 0.170 -0.455
H -18.685 13.675 5.692 -0.584 -0.274 0.619
H -34.607 15.027 6.957 1.188 0.008 -0.688
H -23.961 18.777 4.857 -0.451 -0.662 -0.830
H -22.324 14.424 15.382 0.205 0.587 -0.226
H -26.972 17.071 16.721 -0.473 0.080 -0.065
H -24.495 14.170 1.176 1.128 -0.142 0.146
H -18.150 12.283 10.020 0.356 -1.003 -0.044
H -28.783 14.215 12.709 1.690 -0.668 -0.333
H -16.380 10.874 13.655 -0.479 -0.766 -0.559
H -24.469 14.429 12.068 0.433 0.257 0.235
H -33.854 16.353 6.066 0.138 -0.101 0.096
H -27.562 18.574 2.509 -0.035 -0.150 -0.709
```
Positions in Å, forces in eV/Å.

Calculated values
Net charge: 0

Strongest force on any atom / eV/A: 2.4, 0.9, 4.7
Lowest unoccupied orbital energy / eV: 0.90, 0.37, -0.29
HOMO-LUMO gap / eV: 9.420, 9.273, 7.958